[1]
A molecular structure, C22H24CoF3N5O2S5 at a distorted geometry, computed with the ωB97M-V functional and the def2-TZVPD basis.

Last column: natural (NBO) charge in e.
Geometry (Å):
Co  0.1062  -0.7790  -0.0021  0.767
N  -5.4178  1.8046  5.9658  -0.780
C  -4.3530  1.7874  5.1003  0.214
C  -3.1483  1.1689  5.4608  -0.289
C  -2.0947  1.1189  4.5725  -0.158
C  -2.2248  1.6731  3.3038  -0.371
C  -3.4044  2.3217  2.9431  -0.154
C  -4.4580  2.3699  3.8285  -0.270
S  -0.8687  1.6646  2.2019  2.334
O  -0.8961  2.8857  1.4424  -0.945
O  0.3270  1.3278  2.9270  -0.975
N  -1.0711  0.4207  1.1230  -0.942
C  -1.9532  0.5328  0.0986  0.577
N  -3.0525  1.2695  0.0105  -0.472
C  -3.7061  1.1851  -1.1432  0.139
C  -3.2995  0.3951  -2.2179  -0.340
C  -2.1528  -0.3506  -2.0443  0.117
N  -1.5092  -0.2809  -0.8850  -0.491
H  -5.2411  1.6189  6.9375  0.392
H  -6.1613  2.4569  5.7877  0.392
H  -3.0376  0.7483  6.4535  0.218
H  -1.1549  0.6800  4.8687  0.242
H  -3.4822  2.7890  1.9713  0.254
H  -5.3739  2.8758  3.5480  0.217
H  -4.6080  1.7830  -1.2191  0.214
H  -3.8573  0.3637  -3.1408  0.248
H  -1.7384  -1.0070  -2.7996  0.235
C  1.7617  -1.9709  3.8573  -0.551
C  2.3499  -0.9774  2.8662  -0.552
S  2.1094  -1.2451  1.0842  0.407
C  2.1671  -3.0490  0.9302  -0.560
C  0.8318  -3.7771  1.1425  -0.550
S  -0.6554  -2.7570  0.8868  0.371
C  -1.6181  -2.8600  2.4274  -0.529
C  -0.9076  -3.0330  3.7586  -0.560
S  0.0489  -1.6174  4.3192  0.238
H  2.3471  -1.8835  4.7730  0.250
H  1.8587  -3.0072  3.5401  0.216
H  3.4354  -0.9437  2.9715  0.238
H  1.9562  0.0207  3.0451  0.299
H  2.9308  -3.4215  1.6129  0.247
H  2.5211  -3.2179  -0.0823  0.269
H  0.7552  -4.1827  2.1461  0.237
H  0.7616  -4.6142  0.4511  0.256
H  -2.3017  -3.6946  2.2664  0.240
H  -2.2031  -1.9375  2.4261  0.261
H  -0.3110  -3.9439  3.8066  0.221
H  -1.6913  -3.1650  4.5070  0.258
F  2.1420  -1.9862  -4.3040  -0.308
C  2.7465  -0.7935  -4.2746  0.982
F  4.0692  -1.0067  -4.1969  -0.311
F  2.5096  -0.1841  -5.4454  -0.311
C  2.2748  0.0593  -3.1271  -0.211
C  2.6759  1.3886  -3.0768  -0.077
C  2.2906  2.2109  -2.0286  -0.258
C  1.4908  1.6797  -1.0351  0.085
N  1.1095  0.4063  -1.1013  -0.463
C  1.4805  -0.4212  -2.0950  0.111
S  0.7942  -2.0066  -1.7421  -0.071
H  3.2978  1.7793  -3.8732  0.249
H  2.6002  3.2445  -1.9827  0.250
H  1.1327  2.2524  -0.1857  0.252

As for the total charge: +1. The calculation puts the total energy at -4950.165183 Ha. The calculation puts the HOMO energy (spin up / spin down) at -10.40 / -10.40 eV.

---

[2]
A molecular structure, C22H24FN3O3, computed with the ωB97M-V functional and the def2-TZVPD basis.

Last column: natural (NBO) charge in e.
Geometry (Å):
O  -2.0957  -0.9319  -1.9929  -0.641
C  -1.3420  -0.3120  -2.7272  0.659
C  -1.2527  1.1637  -2.7543  -0.353
C  -1.6384  1.9246  -1.7303  0.136
C  -1.4898  3.4306  -1.6952  -0.453
C  -2.3671  3.8724  -0.5201  -0.396
C  -2.2200  2.7139  0.4678  -0.404
C  -2.2584  1.4712  -0.4294  -0.456
N  -0.4857  -0.9541  -3.5888  -0.610
C  -0.1819  -2.3538  -3.3506  -0.250
C  0.8126  -2.4870  -2.2339  0.270
C  1.1999  -3.7812  -1.4891  -0.421
C  1.8226  -2.7402  -0.5271  0.106
N  2.2101  -3.0961  0.8275  -0.645
C  2.7178  -2.0264  1.5892  0.677
O  3.9054  -1.8422  1.7654  -0.578
C  1.7194  -1.0940  2.1256  0.011
C  0.3674  -1.2085  2.2882  -0.210
C  -0.0678  0.0146  2.8801  -0.202
C  -1.3013  0.5205  3.2979  0.441
F  -2.3975  -0.2405  3.1292  -0.319
C  -1.4067  1.7599  3.8640  -0.323
C  -0.2495  2.5478  4.0223  -0.179
C  0.9921  2.1087  3.6271  -0.285
C  1.0687  0.8314  3.0589  0.240
N  2.1434  0.1311  2.5905  -0.519
C  2.8764  -2.1106  -1.4502  -0.098
O  2.0979  -1.9631  -2.6487  -0.545
C  0.6116  -1.8403  -0.8526  -0.434
H  -0.7992  1.6245  -3.6267  0.204
H  -0.4434  3.6740  -1.4830  0.218
H  -1.7445  3.8960  -2.6474  0.223
H  -2.0700  4.8363  -0.1074  0.211
H  -3.4084  3.9542  -0.8431  0.198
H  -1.2533  2.7812  0.9758  0.200
H  -2.9908  2.7001  1.2378  0.214
H  -3.2888  1.1611  -0.6225  0.238
H  -1.7608  0.5958  -0.0127  0.241
H  0.2668  -0.4012  -3.9673  0.395
H  -1.1064  -2.8627  -3.0861  0.238
H  0.2207  -2.7979  -4.2618  0.215
H  0.3458  -4.2860  -1.0425  0.221
H  1.8672  -4.4747  -2.0012  0.209
H  2.9537  -3.7883  0.7730  0.385
H  -0.2303  -2.0660  2.0344  0.245
H  -2.3758  2.1222  4.1774  0.232
H  -0.3483  3.5280  4.4697  0.218
H  1.8734  2.7224  3.7559  0.220
H  3.1119  0.4008  2.6181  0.433
H  3.2270  -1.1379  -1.0968  0.184
H  3.7353  -2.7624  -1.6292  0.182
H  0.7340  -0.7592  -0.7829  0.218
H  -0.3064  -2.1690  -0.3747  0.238

The calculation puts the total energy at -1342.595421 Ha. The calculation puts the HOMO energy at -8.44 eV.

---

Calculated values (kcal/mol) of energy relative to the best compared isomer or geometry (same formula, charge and spin) for the records, taken in order: 9.63; 51.82.